This record from the Open Molecules 2025 dataset describes C11H19IMgO3 as an isolated structure in a non-equilibrium geometry. The level of theory is ωB97M-V/def2-TZVPD.

As for the net charge: +2. The HOMO-LUMO gap is 3.8 eV. As for the maximum force: 0.0471 Eh/bohr. Its total energy is -1153.36040 Eh. The calculation puts the HOMO energy at -14.4 eV.

Cartesian coordinates (Å):
1 O 2.58 -0.68 2.69
2 C 1.95 -0.98 1.72
3 C 1.02 -2.10 1.40
4 C 0.08 -1.46 0.33
5 C -0.85 -2.38 -0.45
6 C -2.30 -2.07 -0.07
7 C -2.70 -0.71 -0.58
8 I -3.95 0.36 0.78
9 C 1.16 -0.75 -0.44
10 C 1.05 0.14 -1.68
11 C 0.88 1.71 -1.45
12 C -0.12 2.27 -0.40
13 C 0.49 2.99 0.81
14 O -0.15 2.76 2.02
15 O 2.01 -0.13 0.56
16 H 1.58 -2.89 0.90
17 H 0.55 -2.50 2.28
18 H -0.51 -0.80 0.95
19 H -0.64 -3.41 -0.18
20 H -0.73 -2.28 -1.52
21 H -2.97 -2.84 -0.42
22 H -2.34 -2.10 1.01
23 H -1.85 -0.07 -0.76
24 H -3.26 -0.78 -1.50
25 H 1.78 -1.59 -0.78
26 H 0.30 -0.15 -2.39
27 H 2.00 -0.04 -2.17
28 H 1.93 2.13 -1.32
29 H 0.53 2.13 -2.38
30 H -0.79 1.52 -0.02
31 H -0.70 3.02 -0.92
32 H 0.68 4.04 0.63
33 H 1.42 2.44 0.92
34 H -0.99 3.22 2.03
35 Mg 2.85 1.96 0.41

This record from the Open Molecules 2025 dataset describes a 10-piece molecular cluster, C40H70N4O12S6 overall in a non-equilibrium geometry. The level of theory is ωB97M-V/def2-TZVPD.

The HOMO-LUMO gap is 8.3 eV. As for the maximum force: 0.0490 Eh/bohr. Its total energy is -5077.05567 Eh. The calculation puts the HOMO energy at -8.3 eV.

Cartesian coordinates (Å):
1 O -1.61 1.02 2.36
2 S -1.76 2.43 2.59
3 O -2.99 3.09 2.22
4 C -1.43 2.93 4.30
5 C -0.36 4.01 4.29
6 C -0.36 4.53 2.86
7 C -0.36 3.33 1.95
8 H -0.83 2.10 4.70
9 H -2.36 2.95 4.85
10 H -0.45 4.86 4.96
11 H 0.61 3.52 4.42
12 H 0.33 5.33 2.59
13 H -1.32 5.04 2.68
14 H 0.53 2.70 2.01
15 H -0.51 3.54 0.88
16 O -4.01 2.26 -0.22
17 S -5.45 2.34 -0.34
18 O -6.30 2.52 0.81
19 C -5.76 3.56 -1.62
20 C -5.41 2.75 -2.87
21 C -6.17 1.44 -2.73
22 C -6.01 0.89 -1.31
23 H -5.12 4.42 -1.44
24 H -6.82 3.80 -1.56
25 H -5.58 3.23 -3.83
26 H -4.33 2.56 -2.83
27 H -5.79 0.70 -3.45
28 H -7.20 1.61 -3.04
29 H -5.28 0.14 -1.05
30 H -7.00 0.74 -0.88
31 O 4.04 0.31 -2.75
32 S 4.55 0.43 -1.41
33 O 5.53 -0.48 -0.91
34 C 5.15 2.11 -1.14
35 C 4.74 2.44 0.27
36 C 3.26 1.97 0.35
37 C 3.14 0.60 -0.26
38 H 4.71 2.76 -1.89
39 H 6.22 2.03 -1.35
40 H 5.37 2.03 1.05
41 H 4.74 3.52 0.43
42 H 2.63 2.77 -0.03
43 H 2.99 2.00 1.42
44 H 2.26 0.48 -0.88
45 H 3.15 -0.24 0.43
46 O -0.02 -6.97 -0.21
47 S 0.53 -6.68 -1.50
48 O 1.02 -7.74 -2.33
49 C -0.70 -5.74 -2.45
50 C -0.22 -4.28 -2.41
51 C 1.32 -4.32 -2.36
52 C 1.72 -5.34 -1.33
53 H -1.58 -5.94 -1.85
54 H -0.76 -6.12 -3.46
55 H -0.57 -3.69 -3.26
56 H -0.55 -3.78 -1.49
57 H 1.67 -3.34 -2.03
58 H 1.76 -4.49 -3.35
59 H 1.62 -5.01 -0.30
60 H 2.72 -5.75 -1.43
61 O 4.29 -4.46 1.32
62 S 3.54 -3.25 1.56
63 O 2.50 -2.92 0.63
64 C 2.83 -3.40 3.17
65 C 3.90 -2.99 4.13
66 C 5.01 -2.15 3.46
67 C 4.71 -1.92 1.96
68 H 2.48 -4.43 3.20
69 H 1.93 -2.80 3.20
70 H 3.47 -2.37 4.92
71 H 4.32 -3.76 4.78
72 H 5.96 -2.68 3.44
73 H 5.17 -1.22 4.00
74 H 5.49 -1.90 1.21
75 H 4.09 -1.03 1.95
76 O -3.26 -2.35 4.37
77 S -2.60 -2.44 3.10
78 O -1.23 -2.00 2.98
79 C -2.68 -4.09 2.40
80 C -3.76 -4.07 1.36
81 C -3.65 -2.67 0.72
82 C -3.66 -1.70 1.85
83 H -2.75 -4.78 3.24
84 H -1.67 -4.34 2.04
85 H -3.64 -4.85 0.61
86 H -4.75 -4.13 1.81
87 H -4.37 -2.45 -0.07
88 H -2.69 -2.60 0.19
89 H -4.64 -1.63 2.33
90 H -3.30 -0.69 1.70
91 C -0.62 0.08 -2.31
92 C 0.31 -0.89 -1.85
93 C 0.06 -1.04 -0.51
94 N -0.94 -0.20 -0.14
95 C -1.36 0.49 -1.24
96 H -0.72 0.39 -3.34
97 H 1.11 -1.35 -2.40
98 H 0.51 -1.70 0.21
99 H -1.26 0.11 0.78
100 H -2.00 1.35 -1.14
101 C -1.22 6.30 -1.40
102 C -0.95 5.47 -2.53
103 C -1.52 4.26 -2.27
104 N -2.20 4.34 -1.10
105 C -2.01 5.58 -0.54
106 H -0.73 7.22 -1.13
107 H -0.38 5.78 -3.39
108 H -1.53 3.36 -2.87
109 H -2.83 3.61 -0.79
110 H -2.42 5.78 0.43
111 C 0.53 -0.28 4.82
112 C 1.05 0.47 3.73
113 C 2.05 1.27 4.22
114 N 2.14 1.06 5.57
115 C 1.16 0.17 5.95
116 H -0.23 -1.04 4.83
117 H 0.73 0.35 2.70
118 H 2.76 1.95 3.77
119 H 2.75 1.59 6.16
120 H 1.04 -0.08 6.99
121 C 1.26 1.42 -6.93
122 C 1.60 0.42 -5.83
123 C 2.50 -0.76 -6.18
124 C 3.63 -0.42 -7.05
125 N 4.52 -0.14 -7.72
126 H 0.59 2.17 -6.51
127 H 0.74 0.99 -7.79
128 H 2.13 1.98 -7.26
129 H 0.70 -0.14 -5.54
130 H 1.86 0.97 -4.93
131 H 1.95 -1.58 -6.66
132 H 2.90 -1.11 -5.22

This record from the Open Molecules 2025 dataset describes C26H34Br42N3O as an isolated structure in a non-equilibrium geometry. The level of theory is ωB97M-V/def2-TZVPD.

As for the net charge: +1. The HOMO-LUMO gap is 6.7 eV. As for the maximum force: 0.1173 Eh/bohr. Its total energy is -109358.52954 Eh. The calculation puts the HOMO energy at -10.6 eV.

Cartesian coordinates (Å):
1 C -1.07 2.28 -1.19
2 C 0.28 1.46 -1.27
3 C 0.76 1.13 -2.74
4 N 0.95 1.13 -0.19
5 C 0.59 -0.11 0.36
6 C 0.50 -1.36 -0.56
7 C 0.11 -2.68 0.02
8 O -0.02 -3.79 -0.79
9 C -0.11 -2.76 1.49
10 N -0.01 -1.62 2.33
11 C -0.28 -1.89 3.78
12 C 0.69 -1.15 4.77
13 C 2.22 -1.49 4.41
14 C 2.94 -2.41 5.50
15 N 4.27 -1.88 5.89
16 C 0.32 -0.33 1.83
17 H -1.87 1.59 -1.59
18 H -1.29 2.67 -0.17
19 H -0.94 3.11 -1.96
20 H 0.25 0.19 -3.09
21 H 1.88 1.06 -2.76
22 H 0.37 1.95 -3.43
23 H 0.69 -1.36 -1.67
24 H -0.87 -3.63 -1.28
25 H -0.37 -3.76 1.93
26 H -0.11 -2.99 3.93
27 H -1.38 -1.73 4.03
28 H 0.50 -1.58 5.81
29 H 0.54 -0.03 4.74
30 H 2.76 -0.51 4.39
31 H 2.32 -1.98 3.39
32 H 3.12 -3.47 5.15
33 H 2.33 -2.49 6.45
34 H 4.93 -1.91 5.11
35 H 4.21 -0.96 6.32
36 H 0.39 0.52 2.56
37 C 6.59 1.50 5.62
38 Br 8.01 0.25 6.02
39 Br 5.91 1.26 3.83
40 Br 5.17 1.43 6.92
41 H 7.02 2.49 5.67
42 C 0.33 2.29 7.35
43 Br 1.76 1.05 7.77
44 Br -0.32 2.07 5.53
45 Br -1.10 2.20 8.64
46 H 0.75 3.29 7.41
47 C -3.76 -0.06 0.75
48 Br -4.66 0.03 2.45
49 Br -1.91 -0.64 0.94
50 Br -4.73 -1.15 -0.53
51 H -3.73 0.95 0.35
52 C -0.96 -5.36 -4.27
53 Br -2.07 -4.12 -3.28
54 Br -1.86 -6.00 -5.86
55 Br 0.77 -4.61 -4.67
56 H -0.80 -6.22 -3.63
57 C 1.59 3.16 -6.23
58 Br 1.39 1.39 -7.00
59 Br 2.58 4.34 -7.40
60 Br -0.12 3.92 -5.72
61 H 2.17 3.05 -5.33
62 C -1.79 -3.52 -8.81
63 Br -3.26 -2.56 -9.62
64 Br -0.99 -4.78 -10.03
65 Br -0.47 -2.31 -8.05
66 H -2.20 -4.09 -7.98
67 C -7.24 2.45 4.69
68 Br -8.19 3.65 5.86
69 Br -5.79 3.34 3.77
70 Br -6.63 0.86 5.62
71 H -7.94 2.11 3.93
72 C -1.38 -5.90 -14.00
73 Br -0.89 -7.77 -13.86
74 Br -0.07 -4.87 -14.98
75 Br -3.16 -5.68 -14.73
76 H -1.41 -5.50 -12.99
77 C -8.47 7.83 7.05
78 Br -8.54 8.16 8.95
79 Br -9.59 9.06 6.06
80 Br -6.65 7.83 6.39
81 H -8.87 6.83 6.88
82 C -3.81 9.54 8.51
83 Br -4.76 10.75 9.68
84 Br -2.36 10.42 7.58
85 Br -3.20 7.96 9.45
86 H -4.52 9.21 7.75
87 C -3.38 -1.42 -16.16
88 Br -3.69 -1.83 -14.30
89 Br -1.50 -1.35 -16.59
90 Br -4.34 -2.62 -17.33
91 H -3.78 -0.42 -16.33
92 C 4.46 -1.14 -0.21
93 Br 2.70 -1.43 0.58
94 Br 5.89 -1.37 1.08
95 Br 4.72 -2.23 -1.78
96 H 4.49 -0.10 -0.53
97 C 9.37 4.11 3.00
98 Br 8.47 4.32 4.69
99 Br 11.21 3.54 3.23
100 Br 8.41 2.94 1.79
101 H 9.40 5.09 2.53
102 C 2.53 -7.02 0.46
103 Br 1.34 -7.65 -0.93
104 Br 2.82 -5.11 0.36
105 Br 1.93 -7.57 2.22
106 H 3.49 -7.50 0.29

This record from the Open Molecules 2025 dataset describes a 3-piece molecular cluster, C23H26F19N2O6 overall in a non-equilibrium geometry. The level of theory is ωB97M-V/def2-TZVPD.

As for the net charge: +1. The HOMO-LUMO gap is 8.4 eV. As for the maximum force: 0.0455 Eh/bohr. Its total energy is -3350.15448 Eh. The calculation puts the HOMO energy at -13.0 eV.

Cartesian coordinates (Å):
1 C 5.73 -0.59 -0.64
2 C 4.73 -1.67 -1.00
3 O 4.21 -2.40 -0.22
4 O 4.47 -1.78 -2.34
5 C 3.71 -0.73 -2.92
6 C 2.39 -0.51 -2.18
7 C 2.43 0.58 -1.10
8 C 1.08 1.30 -0.89
9 C 0.05 0.50 -0.03
10 C -0.61 -0.72 -0.69
11 O -1.24 -0.38 -1.90
12 C -1.72 -1.24 0.23
13 F -2.54 -0.25 0.62
14 F -2.46 -2.17 -0.35
15 F -1.21 -1.80 1.34
16 C 0.48 2.01 -2.14
17 C -0.22 3.27 -1.61
18 N 0.59 3.54 -0.39
19 C 1.31 2.53 -0.06
20 O 2.16 2.59 0.99
21 C 3.26 3.29 0.73
22 N 4.19 3.88 0.47
23 H 5.26 0.40 -0.65
24 H 6.10 -0.79 0.37
25 H 6.56 -0.59 -1.36
26 H 3.50 -1.06 -3.95
27 H 4.30 0.20 -2.98
28 H 2.09 -1.47 -1.74
29 H 1.63 -0.26 -2.94
30 H 2.70 0.14 -0.13
31 H 3.21 1.31 -1.35
32 H 0.56 0.17 0.89
33 H -0.76 1.18 0.27
34 H 0.08 -1.56 -0.82
35 H -0.62 -0.48 -2.63
36 H -0.23 1.41 -2.71
37 H 1.29 2.31 -2.81
38 H -0.14 4.12 -2.29
39 H -1.28 3.14 -1.35
40 H 0.59 4.43 0.11
41 C 3.17 -2.85 5.21
42 C 4.02 -2.04 4.23
43 C 4.32 -0.58 4.58
44 F 3.18 0.15 4.63
45 F 5.09 -0.07 3.59
46 F 3.52 -2.11 2.97
47 F 5.25 -2.63 4.22
48 O 1.81 -3.00 4.88
49 C 0.85 -2.12 5.26
50 C 0.08 -1.59 4.04
51 F 0.95 -0.95 3.20
52 F -0.84 -0.69 4.43
53 F 1.32 -1.13 6.03
54 F -0.06 -2.81 5.98
55 H 3.58 -3.85 5.16
56 H 3.31 -2.49 6.23
57 H 4.85 -0.51 5.53
58 H -0.40 -2.42 3.52
59 C -5.80 -0.68 -3.11
60 C -4.82 0.45 -3.45
61 C -4.02 1.04 -2.29
62 F -4.83 1.64 -1.40
63 F -3.17 1.99 -2.79
64 F -5.43 1.42 -4.14
65 F -3.86 -0.12 -4.26
66 O -7.13 -0.29 -2.97
67 C -7.63 0.09 -1.76
68 C -8.16 1.53 -1.81
69 F -7.17 2.37 -2.19
70 F -8.57 1.88 -0.57
71 F -6.73 -0.06 -0.77
72 F -8.69 -0.70 -1.47
73 H -5.78 -1.33 -3.99
74 H -5.44 -1.26 -2.26
75 H -3.42 0.28 -1.80
76 H -8.99 1.60 -2.51

This record from the Open Molecules 2025 dataset describes C27H28BrNORuS as an isolated structure in a non-equilibrium geometry. The level of theory is ωB97M-V/def2-TZVPD.

Its energy above the lowest of the compared OMol25 structures with the same formula, charge and spin is 11.9 kJ/mol. As for the net charge: +2. The HOMO-LUMO gap (spin up / spin down) is 7.7 / 5.7 eV. As for the maximum force: 0.0238 Eh/bohr. Its total energy is -4242.12761 Eh. The expectation value of S² is 6.05. The multiplicity is 5. The calculation puts the HOMO energy (spin up / spin down) at -14.5 / -14.5 eV.

Cartesian coordinates (Å):
1 Ru -0.35 0.11 0.03
2 S -3.08 3.47 0.97
3 C -1.91 4.09 -0.17
4 C -1.83 5.36 -0.73
5 C -0.80 5.61 -1.61
6 C 0.14 4.62 -1.92
7 C 0.06 3.36 -1.37
8 C -0.98 3.10 -0.48
9 N -1.25 1.90 0.19
10 C -2.31 1.97 0.98
11 C -2.61 0.75 1.72
12 C -3.65 0.56 2.61
13 C -3.78 -0.68 3.23
14 C -2.89 -1.71 2.96
15 C -1.84 -1.52 2.07
16 C -1.70 -0.29 1.44
17 H -2.56 6.13 -0.49
18 H -0.71 6.59 -2.06
19 H 0.94 4.85 -2.61
20 H 0.78 2.59 -1.60
21 H -4.34 1.36 2.82
22 H -4.58 -0.84 3.94
23 H -3.00 -2.66 3.46
24 H -1.14 -2.33 1.89
25 C 1.23 -6.22 -3.66
26 C -0.27 -6.05 -3.35
27 C -1.09 -6.49 -4.56
28 C -0.65 -6.93 -2.14
29 C -0.52 -4.61 -2.98
30 C 0.21 -4.05 -1.88
31 C -0.01 -2.77 -1.56
32 Br 1.02 -1.96 -0.15
33 C -0.93 -1.89 -2.23
34 O -1.05 -0.68 -1.88
35 C -1.69 -2.47 -3.34
36 C -1.44 -3.79 -3.65
37 C -2.72 -1.71 -4.20
38 C -3.04 -0.28 -3.76
39 C -2.15 -1.66 -5.63
40 C -4.04 -2.50 -4.19
41 H 1.41 -7.25 -3.95
42 H 1.86 -6.01 -2.79
43 H 1.55 -5.57 -4.48
44 H -0.84 -7.53 -4.79
45 H -0.85 -5.90 -5.45
46 H -2.16 -6.44 -4.37
47 H -0.45 -7.97 -2.39
48 H -1.71 -6.83 -1.89
49 H -0.06 -6.69 -1.25
50 H 0.93 -4.65 -1.33
51 H -1.98 -4.22 -4.47
52 H -2.18 0.38 -3.84
53 H -3.43 -0.23 -2.74
54 H -3.81 0.10 -4.42
55 H -1.19 -1.13 -5.66
56 H -2.85 -1.11 -6.27
57 H -2.02 -2.65 -6.06
58 H -4.44 -2.60 -3.18
59 H -3.94 -3.50 -4.62
60 H -4.78 -1.96 -4.79

This record from the Open Molecules 2025 dataset describes an isolated ion of composition C7H7BrClN2S and charge +1 in a non-equilibrium geometry. The level of theory is ωB97M-V/def2-TZVPD.

As for the net charge: +1. The HOMO-LUMO gap (spin up / spin down) is 6.5 / 7.6 eV. As for the maximum force: 0.0675 Eh/bohr. Its total energy is -3812.41695 Eh. The calculation puts the HOMO energy (spin up / spin down) at -12.0 / -12.9 eV.

Cartesian coordinates (Å):
1 C 1.64 -1.08 0.22
2 C -0.59 0.33 1.64
3 C 2.16 0.05 -0.15
4 C 0.38 2.09 0.21
5 C 0.14 -1.24 0.00
6 C -0.19 -0.27 -1.07
7 C -1.50 -0.15 -1.78
8 N -0.23 1.50 1.24
9 N -0.54 -0.91 1.18
10 S 0.98 1.00 -1.10
11 Cl -0.13 3.67 0.06
12 Br 3.88 0.56 0.09
13 H 2.02 -1.77 0.93
14 H -1.21 0.48 2.55
15 H -0.16 -2.34 -0.12
16 H -2.10 0.60 -1.07
17 H -1.92 -1.19 -1.71
18 H -1.62 0.33 -2.79
19 H -1.03 -1.65 1.67

This record from the Open Molecules 2025 dataset describes a 2-piece molecular cluster, C4H8N2O3 overall in a non-equilibrium geometry. The level of theory is ωB97M-V/def2-TZVPD.

Its energy above the lowest of the compared OMol25 structures with the same formula, charge and spin is 742.8 kJ/mol. The HOMO-LUMO gap is 10.0 eV. As for the maximum force: 0.0798 Eh/bohr. Its total energy is -492.22004 Eh. The calculation puts the HOMO energy at -10.3 eV.

Cartesian coordinates (Å):
1 C 0.13 1.22 1.27
2 C 1.07 0.50 0.72
3 C 1.65 -0.78 1.30
4 N 1.54 0.88 -0.63
5 O 2.18 0.09 -1.31
6 O 1.23 1.97 -1.05
7 H -0.33 0.83 2.15
8 H -0.26 2.01 0.62
9 H 2.15 -0.58 2.24
10 H 1.12 -1.71 1.50
11 H 2.46 -1.18 0.68
12 C -1.59 0.61 -1.73
13 N -0.49 0.08 -1.77
14 O -0.25 -0.74 -2.89
15 H -1.59 1.39 -0.92
16 H -2.10 0.71 -2.66
17 H 0.61 -1.16 -2.62

This record from the Open Molecules 2025 dataset describes one molecule with the formula C5H11NO. The level of theory is ωB97M-V/def2-TZVPD.

Its energy above the lowest of the compared OMol25 structures with the same formula, charge and spin is 196.5 kJ/mol. The HOMO-LUMO gap is 10.5 eV. As for the maximum force: 0.0077 Eh/bohr. Its total energy is -327.05649 Eh. The calculation puts the HOMO energy at -9.4 eV.

Cartesian coordinates (Å):
1 C -0.44 -2.34 0.50
2 C -0.94 -0.97 0.10
3 C -1.25 0.09 1.09
4 N -0.04 0.15 0.29
5 C 0.04 1.17 -0.76
6 C 1.52 1.45 -1.01
7 O 2.14 1.85 0.19
8 H 0.11 -2.81 -0.32
9 H -1.28 -2.99 0.76
10 H 0.22 -2.26 1.37
11 H -1.55 -0.95 -0.80
12 H -1.10 -0.09 2.15
13 H -2.06 0.78 0.85
14 H -0.45 0.84 -1.69
15 H -0.43 2.09 -0.42
16 H 2.00 0.55 -1.43
17 H 1.65 2.26 -1.73
18 H 1.85 1.18 0.84